This record from the Open Molecules 2025 dataset describes an isolated molecule of C11H14O2 at a distorted geometry. The level of theory is ωB97M-V/def2-TZVPD.

Structure (XYZ):
```
27
Properties=species:S:1:pos:R:3
C 2.046 -2.049 -1.004
C 1.461 -1.513 0.309
O 1.321 -2.266 1.261
C 1.066 -0.009 0.247
C 2.170 0.726 0.406
C 2.172 2.107 0.425
C 0.994 2.691 0.019
C -0.164 1.956 -0.374
C -0.181 0.577 -0.040
C -1.472 -0.263 -0.199
C -1.593 -1.274 1.013
C -2.713 0.558 -0.046
O -1.403 -0.862 -1.428
H 2.694 -1.184 -1.500
H 1.299 -2.156 -1.783
H 2.728 -2.986 -0.904
H 3.159 0.356 0.424
H 3.016 2.712 0.827
H 0.839 3.771 0.183
H -1.128 2.347 -0.615
H -0.654 -1.771 1.357
H -2.447 -1.987 0.948
H -1.831 -0.660 1.954
H -3.105 1.110 -0.905
H -2.551 1.417 0.717
H -3.509 -0.054 0.259
H -2.213 -1.295 -1.553
```

Computed properties:
SMILES = CC(=O)c1ccccc1C(C)(C)O
total energy = -577.96339 a.u.
Kohn-Sham gap = 0.375 hartree
LUMO energy = 0.0284 Ha
F_max = 0.0698 Eh/bohr
HOMO level = -9.425 eV

natural (NBO) atomic charge list, values in e, 5 entries: atom 1 (C): -0.7301, atom 2 (C): 0.6143, atom 3 (O): -0.5393, atom 4 (C): -0.1421, atom 5 (C): -0.1923

***

This record from the Open Molecules 2025 dataset describes a structure of composition C11H14O3S at a distorted geometry. The level of theory is ωB97M-V/def2-TZVPD.

Structure (XYZ):
```
29
Properties=species:S:1:pos:R:3
C -1.684 -0.211 1.234
C -2.367 1.007 1.110
C 2.761 1.063 0.266
C 2.296 -1.546 -0.001
C -2.997 -1.253 -0.576
C -3.246 0.216 -1.139
C -1.906 -1.313 0.447
C -3.183 1.094 0.033
C 1.922 -0.085 0.008
C 2.189 2.441 0.348
C 3.731 -2.064 -0.210
O 3.948 0.938 0.210
O 1.316 -2.233 0.156
O 0.021 1.185 -1.165
S 0.470 -0.168 -0.726
H -0.831 -0.311 1.928
H -2.149 1.912 1.846
H -3.791 -1.701 0.056
H -2.993 -1.894 -1.492
H -2.467 0.611 -1.842
H -4.255 0.083 -1.608
H -1.218 -2.151 0.623
H -3.754 2.065 -0.156
H 3.035 3.197 0.370
H 1.665 2.651 1.262
H 1.462 2.768 -0.431
H 4.317 -1.468 0.560
H 4.012 -1.745 -1.141
H 3.695 -3.089 0.028
```

Computed properties:
total energy = -1051.30353 a.u.
Kohn-Sham gap = 0.262 hartree
LUMO energy = -0.0378 Ha
F_max = 0.0935 Eh/bohr
HOMO level = -8.164 eV

natural (NBO) atomic charge list, values in e, 5 entries: atom 1 (C): -0.2655, atom 2 (C): -0.2704, atom 3 (C): 0.5415, atom 4 (C): 0.5883, atom 5 (C): -0.4642

***

This record from the Open Molecules 2025 dataset describes a structure of composition C11H15BiNP at a distorted geometry. The level of theory is ωB97M-V/def2-TZVPD.

Structure (XYZ):
```
29
Properties=species:S:1:pos:R:3
C 0.032 -0.527 -2.844
C 1.061 -1.290 -2.146
C 0.418 -2.285 -1.355
C -0.984 -2.108 -1.428
C -1.271 -1.019 -2.338
Bi -0.292 0.417 -0.653
P -0.294 3.191 0.341
H 0.162 0.055 -3.755
H 2.127 -1.232 -2.393
H 0.926 -3.126 -0.893
H -2.234 -0.787 -2.802
H -1.749 -2.769 -1.025
H -1.536 3.901 0.169
H 0.581 4.129 -0.315
H -0.019 3.501 1.731
N 0.369 -0.150 2.415
C 0.576 0.057 3.745
C -0.526 0.163 4.621
C -0.324 0.271 5.996
C 0.990 0.286 6.498
C 2.098 0.243 5.636
C 1.892 0.141 4.260
H -0.570 -0.286 2.045
H 1.142 -0.189 1.757
H -1.534 0.200 4.204
H -1.183 0.377 6.670
H 1.148 0.359 7.572
H 3.116 0.326 6.034
H 2.735 0.154 3.572
```

Computed properties:
total energy = -1038.70100 a.u.
Kohn-Sham gap (spin up / spin down) = 0.207 / 0.200 hartree
LUMO energy (spin up / spin down) = -0.0037 / -0.0091 Ha
F_max = 0.0570 Eh/bohr
HOMO level (spin up / spin down) = -5.742 / -5.682 eV

natural (NBO) atomic charge list, values in e, 5 entries: atom 1 (C): -0.3612, atom 2 (C): -0.3173, atom 3 (C): -0.2977, atom 4 (C): -0.3021, atom 5 (C): -0.3745

***

This record from the Open Molecules 2025 dataset describes a cluster of 2 separate species, C11H15BrNO2 in total at a distorted geometry. The level of theory is ωB97M-V/def2-TZVPD.

Structure (XYZ):
```
30
Properties=species:S:1:pos:R:3
C 3.504 -1.593 1.237
C 3.390 -0.207 1.044
C 2.732 -2.436 0.530
C 2.443 0.332 0.245
C 1.618 -1.913 -0.171
C 1.505 -0.538 -0.350
C -0.904 0.729 0.675
C -2.173 0.566 1.467
C -3.334 0.453 -0.717
C -2.031 0.355 -1.353
C 0.444 0.009 -1.293
N -0.864 -0.065 -0.548
O -3.220 1.016 0.569
O -0.756 2.963 -0.925
Br -1.920 0.282 -3.159
H 4.307 -1.882 1.961
H 4.133 0.450 1.600
H 2.757 -3.432 0.584
H 2.384 1.309 0.138
H 0.851 -2.703 -0.633
H -0.759 1.830 0.202
H -0.057 0.620 1.455
H -2.500 -0.563 1.669
H -2.124 1.064 2.377
H -3.848 1.112 -1.350
H -3.790 -0.548 -0.520
H 0.435 1.140 -1.623
H 0.655 -0.622 -2.188
H -1.209 -1.010 -0.192
H -1.668 3.283 -0.734
```

Computed properties:
total energy = -3206.89899 a.u.
Kohn-Sham gap (spin up / spin down) = 0.299 / 0.235 hartree
LUMO energy (spin up / spin down) = -0.1710 / -0.2242 Ha
F_max = 0.1147 Eh/bohr
total charge = +1
HOMO level (spin up / spin down) = -12.781 / -12.506 eV

natural (NBO) atomic charge list, values in e, 5 entries: atom 1 (C): -0.1892, atom 2 (C): -0.1773, atom 3 (C): -0.1783, atom 4 (C): -0.2054, atom 5 (C): -0.2142

***

This record from the Open Molecules 2025 dataset describes a cluster of 2 separate species, C11H15FN2O3S in total at a distorted geometry. The level of theory is ωB97M-V/def2-TZVPD.

Structure (XYZ):
```
33
Properties=species:S:1:pos:R:3
C -3.610 3.260 1.556
C -3.448 2.290 2.495
N -2.312 1.412 2.525
C -1.588 1.280 1.230
C -0.779 -0.019 1.143
C -0.808 -0.751 -0.195
N -1.313 -0.116 -1.387
O -0.407 -1.880 -0.245
S -1.265 1.813 3.776
O 0.045 1.347 3.505
O -1.462 3.158 4.177
F -1.865 0.909 4.893
H -2.921 4.096 1.453
H -4.440 3.240 0.857
H -4.127 2.176 3.336
H -2.368 1.260 0.475
H -0.979 2.157 1.009
H -1.061 -0.735 1.912
H 0.272 0.222 1.314
H -2.325 -0.047 -1.292
H -1.005 0.856 -1.401
C 3.958 -1.918 -3.697
C 2.806 -1.170 -3.502
C 1.998 -1.409 -2.399
C 2.338 -2.398 -1.486
C 3.488 -3.151 -1.688
C 4.298 -2.912 -2.790
H 4.590 -1.728 -4.555
H 2.535 -0.400 -4.214
H 1.098 -0.826 -2.254
H 1.711 -2.587 -0.628
H 3.753 -3.929 -0.983
H 5.194 -3.500 -2.942
```

Computed properties:
SMILES = C=CN(CCC(N)=O)S(=O)(=O)F.c1ccccc1
total energy = -1261.31571 a.u.
Kohn-Sham gap = 0.311 hartree
LUMO energy = -0.0212 Ha
F_max = 0.0443 Eh/bohr
HOMO level = -9.050 eV

natural (NBO) atomic charge list, values in e, 5 entries: atom 1 (C): -0.4900, atom 2 (C): 0.0365, atom 3 (N): -0.6706, atom 4 (C): -0.2305, atom 5 (C): -0.5494

***

This record from the Open Molecules 2025 dataset describes a structure of composition C11H15InN3OTe at a distorted geometry. The level of theory is ωB97M-V/def2-TZVPD.

Structure (XYZ):
```
32
Properties=species:S:1:pos:R:3
In -0.396 0.028 -0.181
C 4.295 -0.280 0.494
C 2.948 0.332 0.754
O 2.015 0.182 -0.035
N 2.838 1.061 1.871
C 1.621 1.754 2.252
C 0.727 0.876 3.092
C 0.689 0.975 4.476
C -0.129 0.112 5.189
C -0.872 -0.831 4.495
C -0.786 -0.847 3.113
N -0.012 -0.014 2.431
H 4.250 -0.885 -0.408
H 4.597 -0.907 1.329
H 5.045 0.495 0.356
H 3.611 1.107 2.518
H 1.090 2.017 1.332
H 1.893 2.658 2.801
H 1.285 1.724 4.975
H -0.192 0.181 6.264
H -1.513 -1.529 5.011
H -1.357 -1.549 2.515
Te -2.463 -1.403 -0.988
C -1.632 5.514 -0.101
C -0.177 5.178 -0.456
C -0.030 3.772 -0.657
N 0.055 2.632 -0.753
H -1.680 6.496 0.357
H -2.034 4.788 0.600
H -2.256 5.517 -0.990
H 0.485 5.471 0.362
H 0.141 5.710 -1.356
```

Computed properties:
total energy = -1125.62668 a.u.
Kohn-Sham gap = 0.235 hartree
LUMO energy = -0.1504 Ha
F_max = 0.0292 Eh/bohr
total charge = +1
HOMO level = -10.490 eV

natural (NBO) atomic charge list, values in e, 5 entries: atom 1 (In): 1.1451, atom 2 (C): -0.7090, atom 3 (C): 0.7280, atom 4 (O): -0.7031, atom 5 (N): -0.5780

***

The lowest total energy belongs to which entry?
C11H15BrNO2

***

Number 2 is which compound?
C11H14O3S